# 1
The following is a DFT calculation (ωB97M-V/def2-TZVPD) of C44H43Cl2IN5O2RuS as an isolated structure in a non-equilibrium geometry.

Calculated values
LUMO energy (spin up / spin down)   0.1 / -0.3 eV
E   -104435.8024 eV
HOMO (spin up / spin down)   -0.2599 / -0.2658 Ha
HOMO-LUMO gap (spin up / spin down)   7.172 / 6.908 eV

The geometry in ORCA input format:
```
! wB97M-V def2-TZVPD RIJCOSX def2/J DEFGRID3
* xyz 0 2
I 2.2363 -2.4520 -5.7566
Ru -1.2501 0.3621 -0.2737
Cl 0.9382 2.8376 -1.9545
Cl 2.6326 6.3385 1.8146
S -4.4791 2.6028 -2.3202
O -0.8789 0.6505 2.0737
O -1.1666 2.2996 0.6520
N -0.9115 -1.5255 -3.1446
N -0.7296 -1.5283 -0.0914
N -0.1738 -0.4445 -2.8901
N 1.2395 3.8371 0.8370
N -3.1019 0.2942 0.5962
C -2.8784 -2.5023 -0.6057
C 2.5319 -2.1142 1.8738
C -0.3533 -2.3417 -4.0554
C 1.5087 -2.4925 -0.8603
C 3.2010 3.2047 2.1392
C -3.5401 1.6714 -1.2200
C -4.9683 1.7841 0.8574
C 3.3702 5.9951 -2.0774
C 1.0240 -2.1210 1.5971
C -3.2751 2.3968 -3.5240
C 3.0123 -2.4807 -0.5555
C -4.3489 0.3002 2.6273
C -3.7282 -3.5699 -0.8403
C -1.5347 -2.6670 -0.2153
C -1.9541 -5.0777 -0.2631
C 3.7554 2.6741 3.2912
C 3.0773 -0.6896 1.7547
C 1.9067 4.2033 -1.4705
C 3.2504 -3.0134 0.8619
C -0.9173 1.8755 1.8380
C 3.4033 6.4010 -0.7548
C -5.1440 -3.3148 -1.2830
C 0.7364 -1.6295 0.1610
C 0.8948 -0.5683 -3.6630
C 2.9408 2.2144 4.3137
C -3.9158 1.2614 0.1045
C -0.5216 2.8899 2.8887
C -3.2597 -4.8704 -0.6817
C 1.8164 3.3074 1.9991
C 1.9485 4.5571 -0.1121
C 3.5557 -1.0587 -0.6735
C -5.1778 1.3038 2.1302
C 2.8347 -0.1744 0.3371
C -2.2199 1.6520 -3.0928
C 2.5999 4.9016 -2.4414
C -2.3513 1.2106 -1.7360
C 2.6834 5.7060 0.2017
C -3.3261 -0.1670 1.8327
C -1.1151 -3.9947 -0.0275
C 1.3279 -0.2010 0.0602
C 1.5655 2.2904 4.1671
C 0.9820 2.8369 3.0330
C -1.4221 -6.4696 -0.0496
C 0.8326 -1.7463 -4.4269
H 4.3226 -3.0362 1.0793
H -0.8152 -3.2679 -4.3485
H 3.9571 7.2782 -0.4520
H 4.8321 2.6072 3.3801
H -0.1319 -4.2244 0.3396
H 4.1509 -0.6796 1.9693
H -2.6646 -0.9558 2.1609
H -0.5088 -6.6349 -0.6233
H -3.9142 -5.7139 -0.8677
H 0.3936 3.3842 0.5043
H 2.7016 -2.4839 2.8897
H 0.5032 -1.4603 2.2934
H 2.8820 -4.0418 0.9392
H -5.4467 -2.2898 -1.0694
H -0.8475 3.8824 2.5722
H -5.2538 -3.4752 -2.3578
H -5.9789 1.7026 2.7389
H -5.8409 -3.9881 -0.7830
H -0.9989 2.6329 3.8328
H 1.6643 0.1879 -3.6519
H 3.3701 1.7930 5.2125
H 3.5152 -3.1254 -1.2823
H 4.6352 -1.0392 -0.4953
H 3.3871 -0.6836 -1.6886
H 0.8741 0.4549 0.8060
H 3.8431 3.5418 1.3356
H -1.3758 1.4344 -3.7293
H 3.9282 6.5393 -2.8263
H -4.4873 -0.1129 3.6153
H -1.7753 -1.6729 -2.6390
H 0.9177 1.9268 4.9559
H -3.2702 -1.5041 -0.7444
H 1.3283 -2.1222 -1.8716
H -5.5884 2.5641 0.4390
H -3.4086 2.8369 -4.4990
H 0.6316 -3.1247 1.7499
H 1.1751 -3.5261 -0.8481
H 2.5373 4.5734 -3.4689
H 2.5951 -0.0306 2.4837
H 3.1815 0.8600 0.2603
H -1.1804 -6.6388 1.0012
H -2.1518 -7.2198 -0.3508
H 1.1495 0.2067 -0.9438
*
```

Atom charges from the Mulliken analysis, given in e for atoms 1 to 6: atom 1 (I): 0.106, atom 2 (Ru): 1.408, atom 3 (Cl): -0.094, atom 4 (Cl): -0.202, atom 5 (S): -0.323, atom 6 (O): -0.415

***

# 2
The following is a DFT calculation (ωB97M-V/def2-TZVPD) of an isolated ion of composition C5H8ClO2 and charge +1 in a non-equilibrium geometry.

Calculated values
LUMO energy   -4.5 eV
E   -21922.3235 eV
HOMO   -0.5383 Ha
HOMO-LUMO gap   10.147 eV

The geometry in ORCA input format:
```
! wB97M-V def2-TZVPD RIJCOSX def2/J DEFGRID3
* xyz 1 1
Cl 0.9238 -1.8656 -0.4295
O -0.6676 0.7701 0.5228
O 1.5923 0.6452 0.2659
C -0.6439 -1.2905 -0.7879
C -0.7643 0.1574 -0.7273
C 0.0288 -1.9374 -1.9771
C 0.6517 1.0816 0.9092
C 0.6025 1.7582 2.2292
H -0.1852 0.6764 -1.4179
H -1.8090 0.2864 -0.9081
H -0.4044 -2.8343 -2.2033
H 0.5980 -1.4207 -2.7885
H -1.4890 -1.8428 -0.3456
H 1.6080 2.0158 2.5478
H -0.1046 2.6418 2.1174
H 0.0628 1.1583 2.9928
*
```

Atom charges from the natural (NBO) analysis, given in e for atoms 1 to 6: atom 1 (Cl): 0.558, atom 2 (O): -0.505, atom 3 (O): -0.601, atom 4 (C): -0.212, atom 5 (C): -0.121, atom 6 (C): -0.270

***

# 3
The following is a DFT calculation (ωB97M-V/def2-TZVPD) of C25H28AsN7O6S7TeW as an isolated structure in a non-equilibrium geometry.

Calculated values
LUMO energy   -1.4 eV
E   -194899.8413 eV
HOMO   -0.2406 Ha
HOMO-LUMO gap   5.181 eV

The geometry in ORCA input format:
```
! wB97M-V def2-TZVPD RIJCOSX def2/J DEFGRID3
* xyz 0 1
W 0.3475 -0.5422 -0.0431
Te -0.1876 3.1571 0.3807
As -0.1977 -1.4010 -2.3344
S -2.5091 -1.2671 0.1234
S 1.3208 -1.6379 -3.8000
S -1.9376 -2.0614 -3.3627
S 2.7442 1.2020 1.6003
S 0.1909 -2.9193 -0.6086
S -0.9393 1.2993 -0.9894
S 1.8234 -2.0327 1.7272
O 2.2878 -1.4553 0.4163
O 2.0062 -3.4218 1.9603
O 0.3986 -1.5107 1.8126
O 2.6927 2.5794 1.9681
O 3.8311 0.7978 0.7713
O 1.3667 0.7571 1.0323
N -4.7873 0.5052 4.4925
N -1.0668 0.4044 1.6852
N -4.2889 -1.0534 2.8513
N 3.8594 0.4008 -2.3600
N -2.8752 0.7467 3.3173
N -2.8027 -3.7177 -0.9740
N 1.9043 0.3098 -1.4472
C 3.3587 1.7032 -2.3756
C -3.5973 8.2219 -1.5211
C 3.5293 -1.3421 5.2700
C 2.1465 1.6288 -1.8064
C -1.3944 5.1132 -1.6801
C -2.7136 4.6545 1.9117
C -2.4357 5.2106 0.5240
C -2.9271 6.9274 -1.1294
C -5.4381 -3.4666 -1.4751
C -3.4558 -4.7535 -1.5404
C -1.5323 4.6089 -0.3689
C 2.6623 -1.1918 3.0433
C -1.9339 0.4962 2.4217
C -4.7438 -2.4190 -0.9198
C -3.3730 -2.5437 -0.6537
C -3.1151 6.3635 0.1246
C 3.4012 0.8031 4.1917
C -3.9632 0.0683 3.5169
C -2.0956 6.2638 -2.0315
C -0.5048 4.4660 -2.7273
C 3.6999 0.0290 5.3046
C 2.9518 -0.3968 -1.8110
C 3.0002 -1.9563 4.1453
C 2.8884 0.2000 3.0576
C -4.7930 -4.6729 -1.7783
H -2.7326 3.5696 1.9001
H 2.8547 -3.0267 4.0983
H -5.1737 -1.5024 2.9909
H -3.6764 5.0185 2.2752
H -4.2067 8.6184 -0.7083
H 4.7266 0.0876 -2.7485
H -3.7599 -1.2788 2.0278
H -1.9752 6.6653 -3.0393
H -4.2353 8.0831 -2.3967
H 3.9019 2.5467 -2.7733
H -4.5526 1.3642 4.9522
H 1.4319 2.4082 -1.6609
H -6.4940 -3.3540 -1.6984
H -3.8049 6.8343 0.8238
H -0.4588 3.3890 -2.6140
H 0.5089 4.8693 -2.6738
H -5.2143 -1.4662 -0.7112
H 3.0781 -1.4507 -1.6993
H -0.8948 4.6707 -3.7264
H 3.7926 -1.9427 6.1307
H -1.9467 4.9595 2.6261
H -5.6792 0.0851 4.6600
H -2.8524 -5.6183 -1.7925
H -5.3263 -5.5111 -2.2083
H -1.7896 -3.7547 -0.8715
H -2.8474 8.9713 -1.7808
H 4.0881 0.5028 6.2002
H 3.5439 1.8794 4.1809
*
```

Atom charges from the Mulliken analysis, given in e for atoms 1 to 6: atom 1 (W): 0.764, atom 2 (Te): 0.356, atom 3 (As): 0.541, atom 4 (S): 0.089, atom 5 (S): -0.476, atom 6 (S): -0.439

***

# 4
The following is a DFT calculation (ωB97M-V/def2-TZVPD) of C26H48MnOP2 as an isolated structure in a non-equilibrium geometry.

Calculated values
LUMO energy (spin up / spin down)   -3.6 / -3.0 eV
E   -79678.5313 eV
HOMO (spin up / spin down)   -0.3632 / -0.4051 Ha
HOMO-LUMO gap (spin up / spin down)   6.297 / 8.024 eV

The geometry in ORCA input format:
```
! wB97M-V def2-TZVPD RIJCOSX def2/J DEFGRID3
* xyz 1 5
Mn -0.5308 -0.3491 0.3934
P -0.1260 -2.4396 -1.6727
P -2.0955 1.5658 -0.5471
O -2.6495 -1.0245 -1.6361
C 1.2131 -0.2606 2.2044
C 0.8174 -1.5947 1.9045
C 2.6043 0.1960 2.3657
C 1.7938 1.8934 -2.7695
C -3.9169 1.6117 -0.5497
C -1.2937 -3.0142 2.3573
C 3.6737 0.9186 -0.7874
C -2.3955 -0.0602 3.1310
C 1.5271 3.2643 -0.5910
C -0.5888 -1.7137 2.1583
C 1.7363 -2.7411 1.6822
C 1.6029 -2.9598 -1.9877
C 2.3210 2.7909 0.3789
C -1.6733 1.8511 -2.2991
C -2.4486 -0.9774 -0.4068
C 0.0359 1.8797 3.0509
C -0.7259 -2.2511 -3.4038
C 1.4616 0.7021 -1.9051
C -0.9068 -4.0360 -1.2077
C 1.9220 3.2547 -2.0370
C 0.0445 0.4940 2.5238
C 2.3433 0.2506 -0.9934
C -1.0788 -0.3984 2.5205
C -1.7504 3.1011 0.3607
C 3.6798 2.2259 0.0675
C -3.5374 -1.5579 0.4361
H -4.4325 -0.9209 0.3852
H 0.6333 2.5436 2.4181
H -2.2406 3.0736 1.3442
H -1.8733 -3.0442 3.2925
H -0.6270 2.1593 -2.4001
H -3.8241 -2.5410 0.0367
H 4.3687 0.2009 -0.3192
H 4.1230 1.1633 -1.7656
H -1.8303 0.9189 -2.8576
H 3.2671 -0.2417 1.6102
H 4.2834 2.9777 -0.4772
H 1.3016 4.0001 -2.5600
H -3.1101 -0.8866 3.0732
H 2.6790 1.2813 2.2712
H -2.1310 3.9466 -0.2297
H 1.6147 -3.7403 -2.7616
H -0.9760 2.2925 3.0965
H -2.3147 0.1950 4.1996
H -3.2513 -1.6715 1.4769
H -0.5944 -3.8593 2.3978
H -0.1226 -1.4899 -3.9173
H 1.2398 -3.5517 1.1350
H -4.2256 2.6073 -0.8900
H -0.8418 -4.7314 -2.0568
H 2.2387 -0.7267 -0.5032
H 2.0557 -3.3396 -1.0619
H -0.3873 -4.4689 -0.3413
H 2.1387 3.0206 1.4328
H 3.0126 -0.0764 3.3515
H -1.9899 -3.2279 1.5384
H 2.0946 -3.1663 2.6335
H 4.2290 2.0338 1.0035
H 2.7540 1.7080 -3.2798
H -1.7730 -1.9206 -3.3798
H 0.5787 0.1242 -2.2103
H -1.9629 -3.8803 -0.9460
H -0.6413 -3.2116 -3.9327
H -4.3131 0.8446 -1.2236
H 2.6242 -2.4426 1.1119
H 0.4583 1.9379 4.0653
H -4.2911 1.4467 0.4675
H -0.6706 3.1957 0.5076
H 0.6673 3.9008 -0.3725
H 2.1780 -2.0865 -2.3252
H -2.8527 0.8064 2.6327
H 2.9629 3.6060 -2.1384
H -2.3403 2.6271 -2.6941
H 1.0559 1.9923 -3.5787
*
```

Atom charges from the Mulliken analysis, given in e for atoms 1 to 6: atom 1 (Mn): 0.869, atom 2 (P): 1.404, atom 3 (P): 1.560, atom 4 (O): -0.489, atom 5 (C): 1.304, atom 6 (C): 0.206